No. 1
The following is a DFT calculation (the ωB97M-V functional and the def2-TZVPD basis) of a molecular structure, CHF3NO4S2Tl in a non-equilibrium geometry.

Last column: Mulliken charge in e.
Element x y z (Å)
Tl1 -1.9565 0.2903 0.7238  1.1408
S1 -1.2023 -2.1272 0.3158  0.1256
S2 0.1753 -0.3253 -1.3806  0.9793
F1 1.7871 0.1738 0.6507  -0.2155
F2 2.7765 -0.5731 -1.1139  -0.2113
F3 2.0887 1.4714 -1.0441  -0.2181
O1 -0.7660 0.7030 -0.7921  -0.4796
O2 -1.1281 -0.9700 1.9150  -0.5367
O3 -2.0809 1.0868 2.4414  -0.6185
O4 0.3864 -0.1742 -2.8238  -0.5956
N1 -0.0041 -1.7834 -0.8762  -0.4132
C1 1.8138 0.2272 -0.6732  0.7521
H1 -1.8899 2.0007 2.6573  0.2906

Computed properties:
HOMO-LUMO gap, eV: 6.9
HOMO, eV: -9.325
Charge: 0

***

No. 2
The following is a DFT calculation (the ωB97M-V functional and the def2-TZVPD basis) of a single CHF3O2 molecule in a non-equilibrium geometry.

Last column: Mulliken charge in e.
Element x y z (Å)
F1 -0.0254 -0.9882 -1.2019  -0.2140
F2 0.5322 1.0726 -1.5405  -0.1737
F3 -1.4246 0.5552 -0.5904  -0.1784
O1 -0.0781 -0.5136 1.5524  -0.3023
O2 0.4449 0.4573 0.7891  -0.3007
C1 -0.1920 0.2887 -0.8070  0.8363
H1 0.7429 -0.8719 1.7982  0.3329

Computed properties:
HOMO-LUMO gap, eV: 11.1
Energy relative to the best compared isomer or geometry (same formula, charge and spin), eV: 1.1516
HOMO, eV: -10.231
Structure (SMILES): OOC(F)(F)F
Charge: 0

***

No. 3
The following is a DFT calculation (the ωB97M-V functional and the def2-TZVPD basis) of 2 unconnected molecules or ions with the total composition CHF3O2S in a non-equilibrium geometry.

Last column: Mulliken charge in e.
Element x y z (Å)
S1 -1.2828 -0.2852 -0.2448  0.8781
F1 1.1852 1.3575 1.3620  -0.1281
F2 -0.7934 -1.6756 -1.1849  -0.3020
F3 1.7074 0.8890 -0.7430  -0.1552
O1 -1.9304 -0.7992 0.8672  -0.4024
O2 -1.9113 0.7056 -1.0723  -0.4396
C1 1.2863 0.3970 0.4630  0.2175
H1 1.7389 -0.5890 0.5527  0.3318

Computed properties:
HOMO-LUMO gap (alpha / beta), eV: 8.9 / 7.7
Energy relative to the best compared isomer or geometry (same formula, charge and spin), eV: 3.2533
HOMO (alpha / beta), eV: -10.618 / -10.328
Charge: 0

***

No. 4
The following is a DFT calculation (the ωB97M-V functional and the def2-TZVPD basis) of a single CHF3O3S2 molecule in a non-equilibrium geometry.

Last column: Mulliken charge in e.
Element x y z (Å)
S1 0.5123 -0.8813 -0.3460  0.5154
S2 -1.9522 -0.6923 1.3311  0.5525
F1 -1.9679 0.6863 -0.9804  -0.1798
F2 -4.0016 0.1975 -0.3281  -0.2304
F3 -2.6583 -1.3841 -1.2215  -0.2237
O1 -0.7999 -1.4960 0.5480  -0.2872
O2 1.4556 -1.8925 -0.7065  -0.4759
O3 -1.5549 0.5764 1.8917  -0.4865
C1 -2.7005 -0.2414 -0.4322  0.6556
H1 1.0453 -0.5737 0.9687  0.1600

Computed properties:
HOMO-LUMO gap, eV: 10.1
Energy relative to the best compared isomer or geometry (same formula, charge and spin), eV: 0.0000
HOMO, eV: -10.352
Charge: 0

***

No. 5
The following is a DFT calculation (the ωB97M-V functional and the def2-TZVPD basis) of 2 unconnected molecules or ions with the total composition CHF3S2.

Last column: Mulliken charge in e.
Element x y z (Å)
S1 1.6026 -1.9376 0.6378  -0.0652
S2 1.9312 -0.0303 0.9471  -0.1136
F1 -1.7531 0.2076 -0.1374  -0.1584
F2 -1.0639 2.2639 -0.4573  -0.1740
F3 -0.5150 0.6882 -1.8796  -0.1583
C1 -0.7838 0.9808 -0.6137  0.4810
H1 0.5820 -2.1726 1.5031  0.1885

Computed properties:
HOMO-LUMO gap (alpha / beta), eV: 7.5 / 8.6
Energy relative to the best compared isomer or geometry (same formula, charge and spin), eV: 1.9215
HOMO (alpha / beta), eV: -9.401 / -9.123
Charge: 0

***

No. 6
The following is a DFT calculation (the ωB97M-V functional and the def2-TZVPD basis) of a molecular structure, CHFIN in a non-equilibrium geometry.

Last column: Mulliken charge in e.
Element x y z (Å)
I1 -2.1842 -0.4217 -0.0643  0.1387
F1 1.5701 1.2601 -0.1087  -0.1189
N1 0.2657 0.9911 -0.0974  -0.2002
C1 -0.1576 -0.4211 0.0820  -0.1542
H1 0.5060 -1.4083 0.1884  0.3346

Computed properties:
HOMO-LUMO gap, eV: 9.3
Energy relative to the best compared isomer or geometry (same formula, charge and spin), eV: 3.3017
HOMO, eV: -9.515
Charge: 0

***

No. 7
The following is a DFT calculation (the ωB97M-V functional and the def2-TZVPD basis) of 2 unconnected molecules or ions with the total composition CHFINO2 in a non-equilibrium geometry.

Last column: Mulliken charge in e.
Element x y z (Å)
I1 4.0101 -0.2470 0.0090  0.2732
F1 0.1965 -1.7665 0.8182  -0.1295
O1 0.5728 1.9476 0.6499  -0.4524
O2 0.3581 -0.6354 0.0285  -0.2536
N1 2.7456 1.2625 0.1605  -0.5415
C1 1.6048 1.4641 0.4446  0.7525
H1 -0.5444 -0.2751 -0.0139  0.3511

Computed properties:
HOMO-LUMO gap, eV: 9.1
Energy relative to the best compared isomer or geometry (same formula, charge and spin), eV: 1.1416
HOMO, eV: -9.682
Structure (SMILES): O=C=NI.OF
Charge: 0

***

No. 8
The following is a DFT calculation (the ωB97M-V functional and the def2-TZVPD basis) of 2 unconnected molecules or ions with the total composition CHFN2 in a non-equilibrium geometry.

Last column: Mulliken charge in e.
Element x y z (Å)
F1 -1.5303 0.4015 -0.4898  -0.0857
N1 1.7556 -0.8702 -0.8317  -0.2898
N2 -0.1554 0.5398 -0.2490  -0.1697
C1 0.6940 -0.3351 -0.6565  0.5176
H1 -0.7639 0.2639 2.2270  0.0276

Computed properties:
HOMO-LUMO gap (alpha / beta), eV: 11.2 / 8.1
Energy relative to the best compared isomer or geometry (same formula, charge and spin), eV: 4.8276
HOMO (alpha / beta), eV: -11.640 / -11.098
Charge: 0

***

No. 9
The following is a DFT calculation (the ωB97M-V functional and the def2-TZVPD basis) of a molecular structure, CHFN2O in a non-equilibrium geometry.

Last column: Mulliken charge in e.
Element x y z (Å)
F1 0.6277 -1.3517 0.0639  -0.2425
O1 -2.1315 0.0750 0.4655  -0.1304
N1 0.1273 0.8658 -0.1344  -0.3685
N2 -1.5363 0.1303 -0.4703  0.2785
C1 0.9189 -0.0501 0.0049  0.1552
H1 1.9939 0.3307 0.0704  0.3077

Computed properties:
HOMO-LUMO gap, eV: 8.9
Energy relative to the best compared isomer or geometry (same formula, charge and spin), eV: 2.2683
HOMO, eV: -9.295
Charge: 0

***

No. 10
The following is a DFT calculation (the ωB97M-V functional and the def2-TZVPD basis) of 2 unconnected molecules or ions with the total composition CHFN2O3 in a non-equilibrium geometry.

Last column: Mulliken charge in e.
Element x y z (Å)
F1 -2.9323 -0.1956 0.0006  -0.1487
O1 0.1727 1.5610 -0.0179  -0.6524
O2 0.4408 -1.4751 0.0965  -0.4831
O3 2.1093 -0.2088 0.0521  -0.3375
N1 1.6254 -1.3986 -0.0722  0.3830
N2 -0.9170 1.0451 0.0890  0.5015
C1 -1.7500 0.2481 -0.1093  0.3511
H1 1.2510 0.4240 -0.0387  0.3861

Computed properties:
HOMO-LUMO gap, eV: 9.6
Energy relative to the best compared isomer or geometry (same formula, charge and spin), eV: 3.8921
HOMO, eV: -10.255
Structure (SMILES): [O-][N+]#CF.O=NO
Charge: 0

***

No. 11
The following is a DFT calculation (the ωB97M-V functional and the def2-TZVPD basis) of 2 unconnected molecules or ions with the total composition CHFN5 in a non-equilibrium geometry.

Last column: Mulliken charge in e.
Element x y z (Å)
F1 0.0782 3.2249 2.7887  -0.1170
N1 0.3005 -1.7846 -1.8422  -0.3008
N2 -0.7513 -2.0985 -1.1446  -0.3336
N3 0.8822 -0.7470 -1.3699  -0.3297
N4 -0.9253 -1.1099 -0.2096  -0.3555
N5 0.1574 2.3338 1.7605  0.0635
C1 0.1241 -0.3398 -0.2572  0.0173
H1 0.1341 0.5212 0.2742  0.3557

Computed properties:
HOMO-LUMO gap (alpha / beta), eV: 5.8 / 5.8
Energy relative to the best compared isomer or geometry (same formula, charge and spin), eV: 3.4798
HOMO (alpha / beta), eV: -4.366 / -4.365
Charge: -1

***

No. 12
The following is a DFT calculation (the ωB97M-V functional and the def2-TZVPD basis) of a gas-phase ion, CHFNO2 (charge -1) in a non-equilibrium geometry.

Last column: Mulliken charge in e.
Element x y z (Å)
F1 0.3814 -1.5733 -0.2172  -0.3081
O1 -1.7759 0.2974 -0.9965  -0.5691
O2 -2.6725 -0.3589 0.9811  -0.6141
N1 -0.2617 -0.6439 0.7722  -0.3037
C1 -1.8430 -0.1012 0.1268  0.6319
H1 0.4308 -0.0243 0.8662  0.1631

Computed properties:
HOMO-LUMO gap, eV: 8.6
Energy relative to the best compared isomer or geometry (same formula, charge and spin), eV: 0.1788
HOMO, eV: -3.942
Structure (SMILES): O=C([O-])NF
Charge: -1

***

No. 13
The following is a DFT calculation (the ωB97M-V functional and the def2-TZVPD basis) of 2 unconnected molecules or ions with the total composition CHFNO3 in a non-equilibrium geometry.

Last column: Mulliken charge in e.
Element x y z (Å)
F1 2.4050 -0.3200 -0.4087  -0.2236
O1 -1.6040 0.9465 1.7020  -0.6540
O2 -0.6461 1.2141 -0.5084  -0.3962
O3 1.3838 -1.3259 -0.7581  -0.4181
N1 -0.8766 -0.2689 -0.2652  -0.6915
C1 -1.1540 0.5762 0.6349  0.8748
H1 0.4920 -0.8220 -0.3965  0.5086

Computed properties:
HOMO-LUMO gap, eV: 8.6
Energy relative to the best compared isomer or geometry (same formula, charge and spin), eV: 2.2492
HOMO, eV: -4.195
Charge: -1

***

No. 14
The following is a DFT calculation (the ωB97M-V functional and the def2-TZVPD basis) of 2 unconnected molecules or ions with the total composition CHFO2 in a non-equilibrium geometry.

Last column: Mulliken charge in e.
Element x y z (Å)
F1 -2.1847 -0.0428 0.8331  -0.4084
O1 1.1443 -0.9585 -1.0525  -0.3036
O2 2.0077 0.5612 0.4206  -0.3756
C1 1.5595 -0.1744 -0.3597  0.6789
H1 -2.5269 0.6144 0.1585  0.4087

Computed properties:
HOMO-LUMO gap, eV: 13.4
Energy relative to the best compared isomer or geometry (same formula, charge and spin), eV: 0.2572
HOMO, eV: -12.963
Structure (SMILES): O=C=O.F
Charge: 0

***

No. 15
The following is a DFT calculation (the ωB97M-V functional and the def2-TZVPD basis) of 2 unconnected molecules or ions with the total composition CHFOS2 in a non-equilibrium geometry.

Last column: Mulliken charge in e.
Element x y z (Å)
S1 -0.1765 0.8408 -1.7395  0.0348
S2 0.0894 -0.6379 2.7276  -0.3568
F1 -1.1806 0.9550 -0.5516  -0.1973
O1 1.0775 -0.3578 0.2414  -0.3910
C1 0.6593 -0.4693 1.3336  0.7808
H1 -0.4690 -0.3308 -2.0115  0.1295

Computed properties:
HOMO-LUMO gap, eV: 9.5
Energy relative to the best compared isomer or geometry (same formula, charge and spin), eV: 0.5616
HOMO, eV: -9.073
Structure (SMILES): O=C=S.FS
Charge: 0

***

No. 16
The following is a DFT calculation (the ωB97M-V functional and the def2-TZVPD basis) of a single CHFS2 molecule in a non-equilibrium geometry.

Last column: Mulliken charge in e.
Element x y z (Å)
S1 -1.6022 -0.5569 0.6713  -0.1656
S2 1.0623 0.2373 -0.7082  0.2595
F1 0.8146 -0.9686 -1.8720  -0.2368
C1 -0.2757 0.3728 0.5171  -0.1852
H1 0.0010 0.9154 1.3918  0.3280

Computed properties:
HOMO-LUMO gap, eV: 8.4
Energy relative to the best compared isomer or geometry (same formula, charge and spin), eV: 1.0035
HOMO, eV: -9.276
Structure (SMILES): FSC=S
Charge: 0

***

No. 17
The following is a DFT calculation (the ωB97M-V functional and the def2-TZVPD basis) of a molecular structure, CHFeLiO in a non-equilibrium geometry.

Last column: Mulliken charge in e.
Element x y z (Å)
Fe1 -0.7653 -1.6233 -0.7981  -0.1548
O1 1.5420 1.3473 0.5376  -0.2500
C1 1.2252 0.2700 0.7345  0.4013
Li1 -2.2628 0.3735 -0.8328  0.3170
H1 0.2608 -0.3676 0.3588  -0.3136

Computed properties:
HOMO-LUMO gap (alpha / beta), eV: 5.0 / 5.8
HOMO (alpha / beta), eV: -5.793 / -6.636
Multiplicity: 5
Charge: 0

***

No. 18
The following is a DFT calculation (the ωB97M-V functional and the def2-TZVPD basis) of a molecular structure, CHI3O in a non-equilibrium geometry.

Last column: Mulliken charge in e.
Element x y z (Å)
I1 -2.0434 -0.5790 1.3832  0.3233
I2 -0.0806 -1.2365 -1.7730  0.1331
I3 -0.1131 2.1313 -0.5796  0.1381
O1 -0.0589 -0.3407 1.0514  -0.4567
C1 0.3369 0.0852 -0.1221  -0.4346
H1 1.9592 -0.0603 0.0400  0.2968

Computed properties:
HOMO-LUMO gap, eV: 7.7
Energy relative to the best compared isomer or geometry (same formula, charge and spin), eV: 3.3936
HOMO, eV: -9.393
Charge: 0

***

No. 19
The following is a DFT calculation (the ωB97M-V functional and the def2-TZVPD basis) of a molecular structure, CHI3S in a non-equilibrium geometry.

Last column: Mulliken charge in e.
Element x y z (Å)
I1 0.0449 -0.5774 2.1064  0.2264
I2 -0.8301 2.4768 0.3960  0.1942
I3 2.1160 0.7106 -0.5793  0.2332
S1 -1.3417 -1.2234 -1.0713  -0.1611
C1 0.3064 0.7044 0.3957  -0.6307
H1 -0.2955 -2.0910 -1.2475  0.1379

Computed properties:
HOMO-LUMO gap (alpha / beta), eV: 7.6 / 6.3
Energy relative to the best compared isomer or geometry (same formula, charge and spin), eV: 2.8657
HOMO (alpha / beta), eV: -9.225 / -8.371
Charge: 0

***

No. 20
The following is a DFT calculation (the ωB97M-V functional and the def2-TZVPD basis) of a single CHIO2S molecule in a non-equilibrium geometry.

Last column: Mulliken charge in e.
Element x y z (Å)
I1 3.2118 -0.2523 -0.2953  -0.0772
S1 0.7061 -0.3894 0.6505  0.2733
O1 0.1280 -1.6061 0.0598  -0.4325
O2 -1.4242 1.6254 0.3976  -0.2789
C1 -1.0798 0.6259 -0.0603  0.1152
H1 -1.5420 -0.0036 -0.7523  0.4001

Computed properties:
HOMO-LUMO gap (alpha / beta), eV: 7.0 / 7.0
Energy relative to the best compared isomer or geometry (same formula, charge and spin), eV: 0.0000
HOMO (alpha / beta), eV: -9.124 / -9.122
Charge: 0